## w
This record from OMol25 describes a cluster of 3 separate species, C2H12N2O2 in total. The level of theory is ωB97M-V/def2-TZVPD.

The geometry in XYZ format:
```
18
Properties=species:S:1:pos:R:3:lowdin_spin:R:1
C -0.5386 -0.0203 0.1519 0.13
C -1.5696 0.2159 -0.9627 0.06
N -0.9742 0.9244 -2.0944 0.06
N 0.0639 1.1663 0.5596 0.64
H -1.0007 -0.4645 1.0293 0.01
H 0.2004 -0.7751 -0.1422 0.06
H -1.8189 -0.7664 -1.3480 0.00
H -2.4501 0.7055 -0.5391 0.01
H -0.7676 1.9019 -1.9144 0.00
H -1.6620 0.9821 -2.8511 0.00
H 0.2836 1.9169 -0.0903 0.01
H 0.1728 1.4767 1.5265 0.01
H -0.6783 -4.8432 -0.1515 0.00
H -1.2183 -3.6231 -0.8719 0.00
O -0.9107 -3.9196 -0.0057 0.00
H 4.2047 1.8232 1.7925 0.00
H 4.5700 1.2976 3.1813 0.00
O 4.0937 2.0018 2.7302 0.00
```

frontier orbital gap (spin up / spin down): 0.39945 / 0.21699 Ha
charge: +1
<S²>: 0.76
HOMO level (spin up / spin down): -0.5251 / -0.5250 Ha
LUMO (spin up / spin down): -3.42 / -8.38 eV
spin multiplicity: 2

## x
This record from OMol25 describes a cluster of 3 separate species, C2H12N2O2 in total. The level of theory is ωB97M-V/def2-TZVPD.

The geometry in XYZ format:
```
18
Properties=species:S:1:pos:R:3:lowdin_spin:R:1
N -0.9363 1.5648 0.5771 0.60
C -1.6949 0.7315 -0.3113 0.09
C -1.4428 -0.7750 0.2044 0.14
N -0.1837 -1.2936 -0.2437 0.07
H 0.0360 1.3028 0.7438 0.02
H -1.4393 1.7403 1.4452 0.01
H -1.4550 0.8757 -1.3608 0.01
H -2.7280 0.8662 -0.0124 0.00
H -1.3658 -0.7567 1.3007 0.00
H -2.3575 -1.2712 -0.1432 0.04
H -0.0102 -0.9914 -1.1939 0.00
H -0.0785 -2.2918 -0.1011 0.01
H 2.9578 1.5963 -1.0437 0.00
H 1.7030 0.8036 -0.7401 0.00
O 2.1196 1.3180 -1.4308 0.00
H 2.4361 -1.5171 1.4293 0.00
H 1.8295 -0.6820 0.3532 0.00
O 2.6101 -1.2204 0.5271 0.00
```

frontier orbital gap (spin up / spin down): 0.40677 / 0.21052 Ha
charge: +1
<S²>: 0.76
HOMO level (spin up / spin down): -0.5398 / -0.5346 Ha
LUMO (spin up / spin down): -3.62 / -8.82 eV
spin multiplicity: 2

Relative energies, in kJ/mol, with the most stable structure set to zero: w 0.0; x 57.2.

## w
This record from OMol25 describes a cluster of 2 separate species, C4H8FNO in total. The level of theory is ωB97M-V/def2-TZVPD.

The geometry in XYZ format:
```
15
Properties=species:S:1:pos:R:3:lowdin_spin:R:1
C 0.3867 -1.1616 1.0818 0.00
C 0.9521 -1.5101 -0.2755 0.00
C -1.2976 1.0653 -1.0442 0.25
C -1.0441 2.4116 -0.6067 1.40
N 0.1712 0.1040 1.1801 0.01
O 0.4593 -2.0044 2.0123 0.00
F 0.2475 2.5888 -0.0801 0.27
H 0.0726 -1.5330 -0.8320 0.00
H 1.5648 -0.6788 -0.6235 0.00
H 1.6109 -2.4151 -0.2566 0.00
H -1.2237 0.5549 -0.1206 0.04
H -2.2483 0.9095 -1.5126 0.00
H -0.6331 0.4474 -1.6674 0.03
H 0.7228 0.7090 0.6098 0.00
H 0.2588 0.5126 2.1350 0.00
```

frontier orbital gap (spin up / spin down): 0.33359 / 0.30344 Ha
<S²>: 2.00
HOMO level (spin up / spin down): -0.3067 / -0.3565 Ha
LUMO (spin up / spin down): 0.73 / -1.44 eV
spin multiplicity: 3

## x
This record from OMol25 describes a cluster of 2 separate species, C4H8FNO in total. The level of theory is ωB97M-V/def2-TZVPD.

The geometry in XYZ format:
```
15
Properties=species:S:1:pos:R:3:lowdin_spin:R:1
C 1.6925 0.1294 0.0568 0.00
C 2.7307 -0.8617 -0.5006 0.00
C 0.5427 -0.3878 0.5083 0.00
C -3.6411 0.1920 0.3278 0.66
N -4.4385 -0.7257 0.4499 1.04
O 2.1594 1.3791 0.0448 0.00
F -3.5820 0.9265 -0.7987 0.18
H 2.8293 -0.7293 -1.5203 0.00
H 2.4510 -1.8059 -0.1593 0.00
H 3.6349 -0.5402 0.1233 0.00
H -0.3101 0.0399 1.1200 0.00
H 0.4666 -1.4649 0.4210 0.00
H -2.8279 0.4382 1.0297 0.06
H -5.2428 -0.8554 -0.1069 0.06
H 1.5775 1.9366 0.6002 0.00
```

frontier orbital gap (spin up / spin down): 0.23429 / 0.20985 Ha
<S²>: 2.01
HOMO level (spin up / spin down): -0.2027 / -0.3243 Ha
LUMO (spin up / spin down): 0.86 / -3.12 eV
spin multiplicity: 3

Relative energies, in kJ/mol, with the most stable structure set to zero: w 0.0; x 181.7.

## w
This record from OMol25 describes a cluster of 2 separate species, C4H2F2O in total. The level of theory is ωB97M-V/def2-TZVPD.

The geometry in XYZ format:
```
9
Properties=species:S:1:pos:R:3:mulliken_charge:R:1
C -2.4055 -0.4243 -0.0749 -0.22
C -1.6324 0.4916 -0.1393 -0.53
C 1.3482 -0.6584 -0.4309 0.61
C 1.6974 0.3200 0.3803 0.05
O 0.8693 -1.5769 -0.9085 -0.24
F 2.9283 0.3070 1.0035 -0.22
F 1.2470 1.6043 0.2172 -0.21
H -3.0318 -1.2532 -0.4136 0.34
H -1.0204 1.1899 0.3662 0.42
```

frontier orbital gap: 0.33643 Ha
structure (SMILES): O=C=C(F)F.C#C
HOMO level: -0.3512 Ha
LUMO: -0.40 eV

## x
This record from OMol25 describes a cluster of 2 separate species, C4H2F2O in total. The level of theory is ωB97M-V/def2-TZVPD.

The geometry in XYZ format:
```
9
Properties=species:S:1:pos:R:3:mulliken_charge:R:1
C -1.9593 -0.8042 0.0863 -0.62
C -0.8399 -0.2008 -0.4814 -0.10
C -0.8562 -1.7435 -0.3766 0.09
C 0.0181 0.7480 -0.5202 0.92
O 0.6906 1.6720 -0.3994 -0.42
F 0.1360 -2.2716 0.4860 -0.25
F 2.1341 2.5730 1.5550 -0.41
H -1.0163 -2.4514 -1.1037 0.33
H 1.6929 2.4785 0.7541 0.46
```

frontier orbital gap: 0.29741 Ha
HOMO level: -0.3598 Ha
LUMO: -1.70 eV

## y
This record from OMol25 describes an isolated molecule of C4H2F2O. The level of theory is ωB97M-V/def2-TZVPD.

The geometry in XYZ format:
```
9
Properties=species:S:1:pos:R:3:mulliken_charge:R:1
C 1.4579 2.5292 -1.6480 -0.56
C 0.5098 1.9878 -1.0662 0.14
C -0.6476 0.0485 0.3585 0.29
C -0.6017 1.4120 -0.6493 0.45
O 0.4612 -0.4848 -0.0571 -0.38
F -1.8206 1.6855 -0.9413 -0.18
F -0.7773 0.0361 1.7782 -0.28
H -1.6231 -0.2637 -0.0044 0.23
H 0.7903 -1.1747 0.4320 0.29
```

frontier orbital gap: 0.32659 Ha
HOMO level: -0.3866 Ha
LUMO: -1.63 eV

Relative energies, in kJ/mol, with the most stable structure set to zero: w 0.0; x 44.0; y 110.2.

## w
This record from OMol25 describes an isolated molecule of C22H26N4O4S. The level of theory is ωB97M-V/def2-TZVPD.

The geometry in XYZ format:
```
57
Properties=species:S:1:pos:R:3:mulliken_charge:R:1
C 3.0718 1.5120 -2.1020 -0.92
H 3.7204 2.3748 -1.9207 0.44
O 2.7098 0.8801 -0.8974 -0.38
C 2.0742 1.6170 0.0627 0.70
C 1.6192 2.9165 -0.1119 -0.62
C 0.9735 3.5690 0.9267 -0.59
C 0.7757 2.9375 2.1399 -0.90
C 1.2333 1.6412 2.3171 -0.12
C 1.8892 0.9760 1.2982 0.74
C 2.3770 -0.4391 1.4562 -1.21
N 1.5623 -1.3270 0.6514 0.12
C 0.7723 -2.2765 1.1724 0.68
O 0.8228 -2.6351 2.3339 -0.72
C -0.2077 -2.8665 0.1505 -0.76
N -0.9995 -1.8095 -0.4312 0.43
C -0.5819 -1.1075 -1.5686 -0.47
C -0.7345 0.2743 -1.6162 0.65
C -0.3856 0.9792 -2.7529 -1.05
C 0.1545 0.3376 -3.8592 1.13
C 0.3320 -1.0399 -3.7949 -0.87
C -0.0373 -1.7584 -2.6756 -0.29
H 0.0821 -2.8314 -2.6697 0.43
H 0.7493 -1.5610 -4.6448 0.42
C 0.5310 1.0928 -5.0987 -1.82
H 0.4408 2.1656 -4.9462 0.33
H 1.5538 0.8640 -5.3952 0.38
H -0.1238 0.8094 -5.9221 0.46
H -0.5359 2.0497 -2.7731 0.31
H -1.1435 0.7857 -0.7638 0.11
S -2.5333 -1.5896 0.2270 1.10
O -3.2340 -0.6567 -0.6018 -0.68
O -3.0983 -2.8984 0.4050 -0.72
C -2.2450 -0.8989 1.8209 1.49
C -2.0472 -1.6188 2.9905 -0.50
N -1.8553 -0.6944 3.9490 0.39
N -1.9393 0.5589 3.4901 -1.00
C -2.1844 0.4648 2.1982 0.48
C -2.4181 1.6638 1.3550 -1.27
H -1.4704 2.0972 1.0349 -0.04
H -2.9439 2.4147 1.9399 0.47
H -3.0104 1.3880 0.4864 0.48
H -1.6662 -0.8595 4.9254 0.19
C -2.0529 -3.0704 3.2716 -1.63
H -2.6327 -3.5815 2.5079 0.30
H -2.4823 -3.2649 4.2524 0.53
H -1.0291 -3.4465 3.2564 0.27
H -0.8896 -3.5557 0.6501 0.34
H 0.3499 -3.4148 -0.6134 0.42
H 1.4457 -1.0526 -0.3136 -0.02
H 2.2943 -0.7738 2.4916 0.60
H 3.4185 -0.5145 1.1256 0.20
H 1.0771 1.1403 3.2601 0.30
H 0.2629 3.4417 2.9433 0.37
H 0.6209 4.5785 0.7761 0.39
H 1.7576 3.4273 -1.0514 0.43
H 3.6187 0.7625 -2.6720 0.25
H 2.1916 1.8227 -2.6704 0.27
```

frontier orbital gap: 0.33236 Ha
structure (SMILES): COc1ccccc1CNC(=O)CN(c1ccc(C)cc1)S(=O)(=O)c1c(C)n[nH]c1C
HOMO level: -0.3106 Ha
LUMO: 0.59 eV

## x
This record from OMol25 describes an isolated molecule of C22H26N4O4S. The level of theory is ωB97M-V/def2-TZVPD.

The geometry in XYZ format:
```
57
Properties=species:S:1:pos:R:3:mulliken_charge:R:1
C 1.1897 3.1151 -1.7559 -1.74
C -0.0709 2.4370 -1.3387 0.94
C -0.0690 1.1122 -0.9205 0.39
C -1.2207 0.4653 -0.5252 -0.98
C -2.4419 1.1329 -0.5503 0.34
C -2.4572 2.4686 -0.9460 -0.84
C -1.2931 3.1042 -1.3330 -1.05
H -1.3290 4.1383 -1.6434 0.38
H -3.3971 2.9986 -0.9514 0.49
C -3.6871 0.4695 -0.1372 0.09
N -4.4574 1.1581 0.6447 -0.74
N -5.5858 0.6472 1.1157 0.52
C -6.0515 -0.6328 0.8815 0.43
O -7.0786 -1.0211 1.4083 -0.71
C -5.2226 -1.4112 -0.0402 -0.19
C -5.6312 -2.6941 -0.4093 -0.57
C -4.8902 -3.4194 -1.3135 -0.52
C -3.7447 -2.8616 -1.8793 -0.76
C -3.3255 -1.5999 -1.5235 -0.46
C -4.0429 -0.8599 -0.5744 0.80
H -2.4495 -1.1717 -1.9853 0.61
H -3.1808 -3.4243 -2.6084 0.43
H -5.2011 -4.4132 -1.5982 0.41
H -6.5378 -3.0833 0.0284 0.50
C -6.3534 1.5139 1.9820 -0.89
H -5.7661 2.4086 2.1681 0.36
H -6.5722 0.9935 2.9145 0.29
H -7.2998 1.7738 1.5054 0.28
H -1.1375 -0.5538 -0.1813 0.87
S 1.4465 0.1621 -0.8791 1.60
O 1.1373 -1.1415 -0.3495 -0.73
O 2.1073 0.2259 -2.1521 -0.78
N 2.3840 1.0397 0.2000 -0.26
H 3.3403 1.0320 -0.1412 0.40
C 2.3544 0.5985 1.5821 -0.83
C 3.7784 0.3220 2.0881 -0.94
N 4.5648 -0.3038 1.0437 0.38
C 5.9979 -0.2133 1.2592 -0.65
C 6.7102 -0.7358 0.0096 -0.63
O 6.3570 -2.0686 -0.2629 -0.41
C 4.9616 -2.1835 -0.4369 -0.70
C 4.2005 -1.6918 0.7930 -0.66
H 3.1319 -1.7624 0.5922 0.44
H 4.4497 -2.3271 1.6612 0.29
H 4.7615 -3.2407 -0.6150 0.37
H 4.6394 -1.5985 -1.3110 0.33
H 7.7927 -0.7259 0.1502 0.36
H 6.4447 -0.0958 -0.8460 0.31
H 6.2724 0.8312 1.4253 0.42
H 6.3169 -0.8075 2.1334 0.30
H 3.7302 -0.2821 3.0090 0.35
H 4.2577 1.2752 2.3293 0.41
H 1.7401 -0.3042 1.6417 0.41
H 1.8859 1.3746 2.1968 0.49
H 0.9759 4.0588 -2.2515 0.44
H 1.8107 3.3044 -0.8815 0.29
H 1.7547 2.4676 -2.4216 0.34
```

frontier orbital gap: 0.31679 Ha
structure (SMILES): Cc1ccc(-c2nn(C)c(=O)c3ccccc23)cc1S(=O)(=O)NCCN1CCOCC1
HOMO level: -0.3100 Ha
LUMO: 0.18 eV

Relative energies, in kJ/mol, with the most stable structure set to zero: w 0.0; x 53.1.